Entry 1:
Molecular formula: C8H6NOS
Method: DFT, ωB97M-V/def2-TZVPD

The calculation puts the lowest unoccupied orbital energy at -6.55 eV. The calculation puts the energy above the lowest of the compared OMol25 structures with the same formula, charge and spin at 126.3 kJ/mol. As for the total charge: +1. As for the multiplicity: 1.

Last column: Mulliken charge in e.
Positions of all 17 atoms, in Å:
S: 3.0476 -2.8803 -2.0025  0.149
O: 0.6073 -1.6749 0.6074  -0.407
N: 3.3593 -1.8920 -3.3462  -0.212
C: 1.8768 -0.1529 -2.4372  0.982
C: -0.4891 -1.3689 1.4886  -0.981
C: 0.8071 -0.8662 -0.3986  1.348
C: 2.6242 -0.9383 -3.2652  0.216
C: 1.6641 -1.0683 -1.4092  -0.464
C: 1.1931 1.0637 -2.5471  -1.264
C: 0.3998 1.2734 -1.4467  -0.396
C: 0.1904 0.4344 -0.3706  -0.480
H: -0.5126 0.6389 0.4267  0.489
H: -0.1670 -0.6750 2.2020  0.363
H: 1.2394 1.6608 -3.3853  0.528
H: -1.3033 -1.0879 0.8894  0.480
H: -0.5730 -2.3591 1.7742  0.329
H: -0.2362 2.1822 -1.4798  0.319

Entry 2:
Molecular formula: C8H7Br2O2
Method: DFT, ωB97M-V/def2-TZVPD

The calculation puts the lowest unoccupied orbital energy at 2.86 eV. The calculation puts the energy above the lowest of the compared OMol25 structures with the same formula, charge and spin at 0.0 kJ/mol. As for the total charge: -1. As for the multiplicity: 1.

Last column: Mulliken charge in e.
Positions of all 19 atoms, in Å:
Br: 0.3399 1.6419 -3.4528  -0.226
Br: 3.3080 -0.8626 1.7991  -0.226
O: -1.8327 -1.4277 0.3595  -0.720
O: -1.8210 0.6211 1.3491  -0.720
C: 1.1954 0.9200 -1.9391  -0.126
C: 2.4526 -0.1407 0.2853  -0.126
C: 0.4260 0.4251 -0.8872  -0.015
C: -2.3131 -0.5084 1.0775  0.712
C: -3.7170 -0.7913 1.6798  -0.987
C: 3.2221 0.3542 -0.7666  -0.313
C: 2.5882 0.8890 -1.8880  -0.314
C: 1.0598 -0.1097 0.2343  -0.002
H: 3.1807 1.2826 -2.7245  0.330
H: 4.3182 0.3228 -0.7117  0.332
H: -3.8561 -0.2569 2.6346  0.279
H: -4.4827 -0.4425 0.9666  0.202
H: -3.8653 -1.8700 1.8555  0.279
H: 0.4673 -0.5033 1.0707  0.323
H: -0.6702 0.4565 -0.9421  0.317

Entry 3:
Molecular formula: C8H7Cl3N2
Method: DFT, ωB97M-V/def2-TZVPD

The calculation puts the lowest unoccupied orbital energy at -0.11 eV. The calculation puts the energy above the lowest of the compared OMol25 structures with the same formula, charge and spin at 137.1 kJ/mol. As for the total charge: 0. As for the SMILES: CC1=N[C@](C)(C#N)C(Cl)=C(Cl)[C@H]1Cl. As for the multiplicity: 1.

Last column: Mulliken charge in e.
Positions of all 20 atoms, in Å:
Cl: 2.8943 -2.0999 -0.5253  -0.180
Cl: 3.2350 0.9706 0.5767  -0.134
Cl: -0.3857 -2.5578 0.8170  -0.142
N: -0.8240 0.5429 -0.2091  -0.510
N: 0.9833 3.3268 -0.6608  -0.492
C: 0.2254 1.1678 0.5001  1.429
C: 0.2076 -1.6162 -0.5948  -0.061
C: -2.1478 -1.0320 -1.4798  -1.177
C: -0.0567 1.4786 1.9391  -1.474
C: 1.5802 -0.9933 -0.2575  -0.078
C: 1.7330 0.1765 0.3034  0.025
C: 0.6031 2.3691 -0.1386  -0.136
C: -0.8278 -0.5426 -0.8784  0.362
H: -2.7971 -1.2143 -0.5804  0.301
H: 1.0013 1.6089 2.3605  0.271
H: -0.5709 0.7661 2.4368  0.476
H: 0.4402 -2.3888 -1.3851  0.473
H: -2.4626 -0.3373 -2.2761  0.322
H: -2.2052 -2.0293 -1.8963  0.350
H: -0.6257 2.4043 1.9486  0.375

Entry 4:
Molecular formula: C8H7Cl4HgO2Te
Method: DFT, ωB97M-V/def2-TZVPD

The calculation puts the lowest unoccupied orbital energy (spin up / spin down) at 4.00 / 3.94 eV. As for the total charge: -2. As for the multiplicity: 2. Its expectation value of S² is 0.7516.

Last column: Mulliken spin population.
Positions of all 23 atoms, in Å:
Hg: -1.1384 -0.9261 0.4915  -0.049
Te: -1.3977 -1.0740 -2.2162  1.111
Cl: 4.6882 -0.0854 3.6563  -0.008
Cl: 0.5731 3.3004 2.2568  0.000
Cl: 3.1026 -2.5182 2.3323  0.003
Cl: 3.4209 2.8298 3.6184  -0.008
O: 0.4122 -1.9199 1.0781  0.043
O: -0.8129 0.8980 1.0416  0.019
C: 2.5519 1.4781 2.8890  0.010
C: 1.1705 -0.6910 1.7250  -0.006
C: 2.4210 -0.8928 2.3241  -0.009
C: 1.2967 1.6936 2.2905  -0.001
C: -2.7655 0.5755 -2.2108  -0.008
C: 0.5967 0.6286 1.7080  -0.025
C: 3.1141 0.1850 2.9058  0.013
C: -1.4285 -1.1179 -4.3583  -1.059
H: -2.5358 -1.5241 1.2241  0.007
H: -2.4370 -1.4068 -4.7194  0.292
H: -1.1208 -0.1311 -4.7613  0.213
H: -3.0382 0.8025 -1.1598  0.003
H: -3.6920 0.3002 -2.7556  0.020
H: -0.6961 -1.8755 -4.7049  0.419
H: -2.2848 1.4711 -2.6552  0.019

Entry 5:
Molecular formula: C8H7ClO3S
Method: DFT, ωB97M-V/def2-TZVPD

The calculation puts the lowest unoccupied orbital energy at 0.16 eV. The calculation puts the energy above the lowest of the compared OMol25 structures with the same formula, charge and spin at 68.9 kJ/mol. As for the total charge: 0. As for the SMILES: C=COS(=O)(=O)c1ccc(Cl)cc1. As for the multiplicity: 1.

Last column: Mulliken charge in e.
Positions of all 20 atoms, in Å:
Cl: -4.7459 0.8276 -0.4272  -0.223
S: 1.1643 -1.2097 0.5312  1.198
O: 1.0611 -2.6202 0.2289  -0.595
O: 1.6243 -0.8371 1.8799  -0.595
O: 1.8545 -0.2861 -0.6921  -0.283
C: -2.3063 1.0499 0.7963  -0.698
C: -1.4817 -1.3660 -0.2627  -0.266
C: -2.8296 -1.0281 -0.4410  -0.790
C: -0.5313 -0.4801 0.2888  0.268
C: 2.9555 0.5100 -0.2730  0.139
C: -0.9554 0.7848 0.8759  -0.514
C: -3.1588 0.2019 0.0812  0.585
C: 3.6480 1.2692 -1.1691  -0.707
H: 4.5760 1.8792 -0.9296  0.227
H: -2.6601 1.9492 1.1362  0.475
H: 3.3582 1.3594 -2.1810  0.289
H: 3.4082 0.5438 0.7607  0.254
H: -0.3002 1.3341 1.5142  0.432
H: -3.4294 -1.4990 -1.1471  0.425
H: -1.2513 -2.3829 -0.5706  0.379

Entry 6:
Molecular formula: C8H7F15MnNO16S5
Method: DFT, ωB97M-V/def2-TZVPD

The calculation puts the lowest unoccupied orbital energy (spin up / spin down) at 6.07 / 6.07 eV. The calculation puts the energy above the lowest of the compared OMol25 structures with the same formula, charge and spin at 0.0 kJ/mol. As for the total charge: -3. As for the multiplicity: 6. Its expectation value of S² is 8.7520.

Last column: Mulliken spin population.
Positions of all 53 atoms, in Å:
Mn: -0.6317 -0.0387 0.0683  4.937
S: -0.3258 -0.9207 -3.2612  0.004
S: 0.7123 1.6019 2.9047  0.003
S: -3.5492 0.6824 1.6766  0.014
S: -1.0053 3.4687 -0.6802  0.007
S: -0.2815 -3.4293 0.4450  0.016
F: 0.7867 -0.9380 3.9741  0.000
F: -1.7665 1.1987 -3.9005  0.000
F: -1.9962 -4.2247 2.3732  0.000
F: 0.8368 3.2148 -2.5818  -0.001
F: 2.3314 0.3749 4.6839  0.000
F: -1.4473 -0.1127 -5.5816  0.000
F: -4.9791 -0.1323 -0.3251  0.000
F: -6.2160 0.7786 1.1958  0.000
F: -4.9596 2.0205 -0.1569  0.000
F: 1.6975 4.0159 -0.7923  -0.001
F: 0.4570 5.2904 -2.0615  0.000
F: -2.8145 -4.3270 0.4066  0.000
F: -1.3420 -5.8110 1.0251  0.000
F: -2.9007 -0.6591 -4.0448  0.000
F: 0.2435 0.5957 5.3494  0.000
O: -4.0739 -0.1408 2.7580  0.002
O: 0.8188 -3.4756 1.4100  0.001
O: -3.1028 1.9958 2.0679  0.002
O: -1.0511 4.2174 0.5583  0.002
O: -0.2058 2.5617 3.4796  0.001
O: 1.4881 -0.6050 0.0786  -0.009
O: 0.0860 -3.9731 -0.8539  0.001
O: -2.0692 3.7664 -1.6074  0.002
O: -0.8229 2.0299 -0.4731  0.003
O: 1.9967 2.1508 2.4671  0.001
O: -0.5848 -0.3967 -1.9013  -0.030
O: 0.0864 0.7307 1.9121  -0.024
O: -0.9534 -2.1241 0.4168  0.016
O: -0.4812 -2.3418 -3.4312  0.003
O: 0.8378 -0.3203 -3.8516  0.002
O: -2.5548 -0.0117 0.8296  0.013
N: 3.6806 -0.7344 -0.3566  0.001
C: 3.7054 0.2736 -1.3957  0.000
C: -1.7142 -0.0743 -4.2658  0.004
C: 1.0357 0.3388 4.3054  0.002
C: 2.5767 -1.0453 0.3642  0.014
C: -1.6934 -4.5171 1.1072  0.005
C: 4.9776 -1.2732 0.0916  0.000
C: 0.6087 4.0369 -1.5442  0.001
C: -5.0624 0.9032 0.5346  0.004
H: 4.2030 -0.0829 -2.3064  0.000
H: 4.9602 -2.3581 -0.0467  0.000
H: 4.2483 1.1681 -1.0889  0.000
H: 5.0404 -1.0905 1.1649  0.000
H: 5.7438 -0.8465 -0.5476  0.000
H: 2.7451 -1.7791 1.1658  0.001
H: 2.6809 0.3684 -1.7580  0.000

Entry 7:
Molecular formula: C8H7MgNO4
Method: DFT, ωB97M-V/def2-TZVPD

The calculation puts the lowest unoccupied orbital energy at -8.54 eV. The calculation puts the energy above the lowest of the compared OMol25 structures with the same formula, charge and spin at 121.6 kJ/mol. As for the total charge: +2. As for the multiplicity: 1.

Last column: Mulliken charge in e.
Positions of all 21 atoms, in Å:
Mg: -0.6527 -0.1060 -0.0205  0.959
O: 1.6054 -1.2068 2.4731  -0.162
O: -1.1167 2.4329 1.9770  -0.094
O: -0.1940 -3.0759 -1.2926  -0.093
O: -2.7743 -1.8210 2.2685  -0.136
N: 1.1791 0.4766 -0.4555  -0.591
C: -0.9716 1.4710 1.3926  0.214
C: -2.6967 -0.0081 -0.7631  -0.543
C: -2.0461 -1.2803 1.5632  0.190
C: 3.7214 0.8433 -0.3265  -1.056
C: 2.3244 0.6843 -0.4643  0.817
C: -1.7539 0.6258 -1.5650  -0.517
C: 0.7159 -0.9295 1.7509  0.164
C: -0.3695 -2.1059 -0.7320  0.214
H: -1.5376 1.7079 -1.4598  0.406
H: 4.0674 1.4154 -1.1701  0.375
H: -3.3284 0.5694 -0.0618  0.392
H: 4.2086 -0.1302 -0.2988  0.330
H: -1.2688 0.1021 -2.4131  0.407
H: 3.9497 1.3585 0.6053  0.331
H: -3.0616 -1.0237 -1.0076  0.393

Entry 8:
Molecular formula: C8H7MoO2S4Sb
Method: DFT, ωB97M-V/def2-TZVPD

The calculation puts the lowest unoccupied orbital energy (spin up / spin down) at -1.94 / -2.23 eV. As for the total charge: 0. As for the multiplicity: 3. Its expectation value of S² is 2.0420.

Last column: Mulliken spin population.
Positions of all 23 atoms, in Å:
Sb: -1.4046 2.6573 2.1236  0.049
Mo: -0.0499 0.0116 0.0245  1.329
S: 0.0929 4.2874 2.5923  0.089
S: -1.1572 1.8701 -0.4499  0.045
S: -3.5552 2.5279 2.8047  0.088
S: -0.2124 0.2339 2.2221  0.045
O: 1.5975 -0.1996 -0.6873  -0.004
O: -0.6724 -1.5489 -0.7111  -0.020
C: 2.0858 -1.1661 -1.4522  0.070
C: 1.9146 -3.2598 -2.6744  0.064
C: -0.0778 -2.4310 -1.4618  0.181
C: 3.4172 -1.0683 -1.8632  -0.030
C: 1.2807 -2.2853 -1.8531  0.025
C: 3.2235 -3.1352 -3.0611  -0.033
C: -0.9328 -3.5951 -1.8726  0.004
C: 3.9856 -2.0358 -2.6571  0.068
H: -1.9235 -3.4560 -1.4370  -0.002
H: 5.0157 -1.9424 -2.9643  0.004
H: 3.6723 -3.8933 -3.6844  -0.001
H: 1.3411 -4.1155 -2.9958  0.008
H: -0.5161 -4.5361 -1.5140  0.011
H: 3.9745 -0.2038 -1.5307  -0.002
H: -1.0265 -3.6520 -2.9569  0.011

Entry 9:
Molecular formula: C8H7N2O
Method: DFT, ωB97M-V/def2-TZVPD

The calculation puts the lowest unoccupied orbital energy at 3.77 eV. The calculation puts the energy above the lowest of the compared OMol25 structures with the same formula, charge and spin at 502.4 kJ/mol. As for the total charge: -1. As for the multiplicity: 1.

Last column: Mulliken charge in e.
Positions of all 18 atoms, in Å:
O: -4.0244 0.4368 -0.8324  -0.386
N: -3.6149 0.4493 0.3363  -0.083
N: 0.2392 -2.1122 -0.0393  -0.842
C: 1.7014 1.7000 -0.0233  -0.343
C: -1.3361 -0.3899 0.5006  -1.216
C: 2.1961 -0.6241 -0.3258  -0.243
C: -1.1363 -1.8479 0.2373  -0.426
C: 0.3694 1.5266 0.2085  -0.644
C: 0.8627 -0.9799 0.0362  -0.072
C: -0.0635 0.1413 0.2646  1.518
C: 2.5172 0.6389 -0.3920  -0.394
H: 3.6504 0.8138 -0.3437  0.207
H: -2.8626 1.2042 0.5454  0.254
H: -0.3395 2.2994 0.3116  0.368
H: 2.8638 -1.4399 -0.7414  0.314
H: -1.5271 -2.0923 -0.6841  0.268
H: -1.6207 -2.4468 0.9156  0.423
H: 2.1249 2.7228 0.0259  0.296

Entry 10:
Molecular formula: C8H7N2O5SSr
Method: DFT, ωB97M-V/def2-TZVPD

The calculation puts the lowest unoccupied orbital energy (spin up / spin down) at -4.38 / -4.42 eV. The calculation puts the energy above the lowest of the compared OMol25 structures with the same formula, charge and spin at 304.8 kJ/mol. As for the total charge: +1. As for the multiplicity: 1.

Last column: Mulliken charge in e.
Positions of all 24 atoms, in Å:
Sr: 1.6032 -1.6217 -1.2960  1.585
S: 2.7626 -1.8105 1.1907  -0.436
O: -1.4039 2.2772 -4.1343  -0.137
O: -1.4600 -0.1678 -1.9156  -0.707
O: 0.2612 1.0361 0.0017  -0.404
O: 2.9239 0.0147 -2.4999  -0.624
O: 1.5613 2.6665 -2.4803  -0.506
N: 0.8411 -0.5331 2.6182  -0.116
N: -0.0005 -1.8235 1.0312  -0.142
C: -1.1859 -1.2464 1.7124  -0.576
C: -1.5150 1.1750 -1.7025  0.641
C: -0.1035 1.3701 -1.1156  0.189
C: -0.5836 -0.1951 2.6399  -0.339
C: 1.1758 -1.4113 1.6701  0.166
C: -1.5352 1.8060 -3.0792  0.072
C: 1.7361 0.3252 -2.3881  -0.197
C: 1.0339 1.6183 -2.1405  0.386
H: -2.2928 1.6235 -1.2079  0.481
H: -0.9736 -0.2733 3.6600  0.338
H: -0.0740 -2.8215 0.8114  0.295
H: -1.7067 -2.0192 2.2899  0.400
H: 1.5433 0.0127 3.1105  0.245
H: -0.7493 0.8197 2.2584  0.207
H: -1.8585 -0.8217 0.9656  0.181

Entry 11:
Molecular formula: C8H7N3
Method: DFT, ωB97M-V/def2-TZVPD

The calculation puts the lowest unoccupied orbital energy at 0.65 eV. The calculation puts the energy above the lowest of the compared OMol25 structures with the same formula, charge and spin at 276.4 kJ/mol. As for the total charge: 0. As for the SMILES: c1ccc(-c2ncc[nH]2)nc1. As for the multiplicity: 1.

Last column: Mulliken charge in e.
Positions of all 18 atoms, in Å:
N: 1.8838 1.1051 -0.5812  -0.547
N: -0.9392 -1.1058 -0.3889  -0.492
N: 1.7653 -0.9798 0.3519  0.026
C: 1.1318 0.1318 -0.0801  0.117
C: -0.3379 0.1124 -0.1235  0.649
C: -2.2006 -1.2185 -0.3469  -0.132
C: 3.1689 -0.6646 0.1888  -0.314
C: -1.1070 1.1502 0.2304  -0.279
C: -2.5121 1.0677 0.2331  -0.545
C: 3.1611 0.5534 -0.2813  -0.180
C: -3.0894 -0.1589 -0.1019  -0.231
H: -0.5802 2.2568 0.4294  0.204
H: -3.1161 1.7611 0.5508  0.578
H: -2.6588 -2.1858 -0.5477  0.358
H: 1.6265 -1.7970 0.6917  0.067
H: 4.0896 -1.3153 0.6373  0.254
H: 4.0058 1.3436 -0.7281  0.272
H: -4.2916 -0.0564 -0.1336  0.192

Q: Which molecular weight values were calculated for the entries above? A: 164.21, 294.95, 237.52, 605.14, 218.66, 873.38, 205.45, 481.11, 147.16, 330.84, 145.16, in u.
Q: Which total energy values were calculated for the entries above? A: -836.1545, -5607.6342, -1799.0465, -2721.5048, -1393.0535, -6207.8191, -864.2131, -2360.7355, -493.6192, -1223.2781, -473.2238, in a.u..